[1]
# C16H21N2O11

A 4-piece molecular cluster, C16H21N2O11 overall (ωB97M-V/def2-TZVPD, the Open Molecules 2025 dataset).

## Properties
HOMO	-13.1	eV
orbital gap	8.47	eV
total charge	+1
strongest force on any atom	5.32	eV/A
LUMO level	-4.61	eV

```
50
Properties=species:S:1:pos:R:3:forces:R:3:mulliken_charge:R:1
C -4.397 -0.012 -0.027 0.2 -0.3 -0.4 -0.64
C -4.899 -1.347 0.685 -4.6 -0.5 -1.2 0.60
O -6.087 -1.696 0.471 4.9 1.2 1.0 -0.48
O -4.138 -2.164 1.584 0.7 -0.4 -1.4 -0.29
C -3.305 -3.104 0.884 -1.8 0.7 -0.5 -0.59
N -2.071 -2.328 0.403 0.2 -2.5 -2.6 0.85
C -1.547 -2.821 -0.822 3.5 3.3 0.1 0.14
C -0.277 -2.076 -1.380 -2.7 1.3 4.4 -0.66
C 0.134 -0.889 -0.478 -1.6 -2.0 -0.2 0.05
C -0.622 -0.558 0.825 -0.3 -2.5 -2.4 -0.31
N -1.717 -1.350 1.209 3.3 1.9 -1.6 -0.78
H -4.982 0.058 -1.019 0.8 -0.2 1.8 0.30
H -4.650 0.910 0.604 0.4 -1.5 -0.7 0.28
H -3.293 0.002 -0.305 -1.4 0.0 0.7 0.15
H -3.014 -4.021 1.498 -0.4 1.7 -0.5 0.30
H -3.898 -3.421 -0.055 1.3 0.2 1.4 0.41
H -2.014 -3.708 -1.383 0.6 1.6 1.3 0.39
H 0.245 -2.406 -2.335 -0.7 0.5 1.5 0.41
H 1.040 -0.246 -0.745 -1.6 -1.2 0.5 0.36
H -0.308 0.318 1.497 -0.6 -1.7 -1.2 0.45
C 1.761 3.869 -1.732 0.3 0.7 -0.7 -0.36
C 0.326 3.608 -1.393 -0.8 0.8 -0.3 -0.22
O 0.374 2.329 -0.770 0.7 -0.5 0.4 -0.25
C 1.635 2.167 -0.286 0.5 0.1 0.3 0.67
O 1.970 1.270 0.443 -0.3 0.6 -0.5 -0.58
O 2.464 3.146 -0.728 -0.5 -0.8 0.5 -0.34
H 2.011 4.930 -1.694 0.1 -0.2 0.2 0.31
H 2.039 3.473 -2.713 0.0 0.0 0.1 0.30
H -0.076 4.335 -0.681 0.1 -0.1 0.0 0.23
H -0.315 3.588 -2.276 0.0 -0.2 0.2 0.30
C 2.613 5.572 3.213 0.4 -0.3 0.7 -0.30
C 3.223 6.008 1.915 0.9 0.0 -0.2 -0.29
O 2.097 6.123 1.054 -0.5 -0.1 0.2 -0.30
C 1.007 6.324 1.846 -1.0 0.4 -0.1 0.67
O -0.077 6.627 1.437 0.8 -0.4 0.2 -0.54
O 1.309 6.137 3.159 -0.1 0.1 -0.7 -0.32
H 3.162 5.945 4.078 -0.2 0.0 0.0 0.30
H 2.524 4.485 3.290 0.0 0.1 0.0 0.24
H 3.713 6.982 1.988 -0.1 -0.1 0.0 0.26
H 3.937 5.280 1.525 -0.2 0.1 -0.1 0.29
C 1.987 -6.884 -1.036 0.5 -0.7 0.4 -0.37
C 0.718 -6.219 -0.594 -0.5 -0.4 0.7 -0.35
O 0.753 -4.976 -1.287 0.2 0.1 -0.3 -0.18
C 1.549 -5.148 -2.378 0.5 0.3 -1.0 0.58
O 1.658 -4.347 -3.263 -0.3 -0.4 0.8 -0.52
O 2.200 -6.338 -2.332 -0.5 0.8 0.0 -0.32
H 1.894 -7.970 -1.082 0.1 0.1 -0.2 0.31
H 2.838 -6.627 -0.400 -0.1 0.0 -0.1 0.27
H -0.174 -6.771 -0.903 0.1 0.0 0.0 0.27
H 0.682 -6.062 0.485 0.0 0.2 -0.1 0.31
```
Forces are in eV/Å.

=====

[2]
# C16H21N3O2

A single C16H21N3O2 molecule (ωB97M-V/def2-TZVPD, the Open Molecules 2025 dataset).

## Properties
HOMO	-7.8	eV
orbital gap	8.53	eV
SMILES	CN(C)CCc1c[nH]c2ccc(C[C@H]3COC(=O)N3)cc12
strongest force on any atom	0.62	eV/A
energy above the lowest of the compared OMol25 structures with the same formula, charge and spin	35.1	kcal per mole
LUMO level	0.68	eV

```
42
Properties=species:S:1:pos:R:3:forces:R:3:mulliken_charge:R:1
C 0.792 1.757 1.735 0.0 -0.1 0.0 -1.14
N 1.070 1.950 0.330 0.0 0.2 0.1 0.60
C 0.246 2.985 -0.252 0.0 -0.1 0.0 -1.23
C 2.489 2.107 0.040 0.1 -0.2 -0.3 -1.00
C 2.983 0.988 -0.897 0.1 0.2 0.4 -0.94
C 2.760 -0.346 -0.271 0.2 0.0 0.0 0.43
C 3.621 -1.060 0.509 0.1 0.2 -0.2 -0.75
N 3.006 -2.193 0.980 0.2 -0.3 0.3 0.00
C 1.725 -2.226 0.515 -0.5 0.2 -0.3 -0.86
C 0.698 -3.137 0.726 0.0 -0.1 0.1 -1.24
C -0.518 -2.880 0.129 0.1 -0.1 0.1 -0.86
C -0.724 -1.757 -0.686 -0.1 0.0 -0.2 0.07
C -2.080 -1.517 -1.300 0.0 0.3 0.1 -1.18
C -2.642 -0.146 -0.889 0.0 -0.2 -0.2 0.35
C -4.138 0.026 -1.225 0.2 0.2 -0.4 -0.57
O -4.828 -0.086 0.007 -0.4 -0.2 0.2 -0.36
C -3.950 -0.097 1.040 0.3 0.1 0.4 0.42
O -4.273 -0.159 2.191 -0.3 -0.1 0.2 -0.62
N -2.687 0.012 0.545 0.2 0.2 -0.4 0.04
C 0.303 -0.859 -0.901 -0.1 -0.2 0.1 0.42
C 1.533 -1.076 -0.288 0.1 -0.4 0.3 1.28
H 1.068 2.626 2.354 0.0 0.0 0.0 0.34
H 1.340 0.884 2.088 0.0 0.0 0.1 0.30
H -0.274 1.571 1.867 -0.1 0.0 0.1 0.27
H 0.438 3.983 0.175 0.0 0.0 0.0 0.34
H -0.802 2.739 -0.083 -0.1 0.0 0.0 0.30
H 0.425 3.027 -1.325 0.0 0.1 -0.1 0.37
H 2.687 3.079 -0.427 0.0 0.0 0.1 0.47
H 3.071 2.062 0.967 0.0 0.0 0.0 0.46
H 2.436 1.046 -1.839 0.1 0.1 -0.1 0.29
H 4.045 1.141 -1.099 0.0 0.0 -0.1 0.47
H 4.641 -0.847 0.766 0.2 0.0 0.0 0.45
H 3.436 -2.887 1.566 -0.1 0.1 -0.1 0.16
H 0.842 -4.012 1.342 0.0 -0.1 0.1 0.37
H -1.337 -3.567 0.287 -0.1 -0.1 0.0 0.36
H -2.014 -1.549 -2.391 -0.1 -0.1 0.0 0.35
H -2.772 -2.296 -0.975 -0.1 0.0 0.0 0.41
H -2.038 0.653 -1.333 -0.1 -0.1 0.0 0.23
H -4.509 -0.747 -1.902 0.1 0.1 0.0 0.32
H -4.352 1.011 -1.655 0.0 -0.1 0.0 0.28
H -1.883 -0.213 1.107 -0.1 0.0 0.1 0.20
H 0.163 0.008 -1.526 -0.1 0.2 -0.1 0.37
```
Forces are in eV/Å.

=====

[3]
# C16H21N3O3Re

C16H21N3O3Re as an isolated structure (ωB97M-V/def2-TZVPD, the Open Molecules 2025 dataset).

## Properties
HOMO (alpha / beta)	-23.2 / -23.1	eV
orbital gap (alpha / beta)	8.95 / 5.97	eV
expectation value of S²	3.786
2S+1	4
total charge	+4
strongest force on any atom	11.70	eV/A
energy above the lowest of the compared OMol25 structures with the same formula, charge and spin	0.0	kcal per mole
LUMO level (alpha / beta)	-14.22 / -17.13	eV

```
44
Properties=species:S:1:pos:R:3:forces:R:3:mulliken_charge:R:1
N 0.120 2.275 -0.227 0.3 -2.9 -1.1 -0.51
C 0.156 3.410 -0.203 0.2 1.7 -0.2 0.39
C 0.228 4.839 -0.226 0.0 1.2 0.1 -1.09
H -0.783 5.278 -0.297 0.3 -0.2 0.1 0.35
H 0.821 5.188 -1.091 -0.2 -0.2 0.3 0.36
H 0.706 5.219 0.696 -0.2 -0.2 -0.3 0.37
N 1.844 -1.201 -0.557 -1.8 1.2 0.2 -0.61
C 2.797 -1.822 -0.710 1.0 -0.7 -0.3 0.62
C 3.984 -2.595 -0.947 0.6 -0.4 -0.1 -1.06
H 4.612 -2.121 -1.725 -0.3 0.0 0.2 0.36
H 3.726 -3.615 -1.285 -0.1 0.3 0.1 0.36
H 4.584 -2.679 -0.022 -0.3 0.1 -0.2 0.39
N -2.035 -1.021 -0.219 2.3 0.9 -0.9 -0.61
C -3.058 -1.519 -0.200 -1.0 -0.7 -0.3 0.48
C -4.331 -2.161 -0.226 -1.3 -0.5 0.2 -1.13
H -4.363 -3.001 0.495 0.1 0.3 -0.3 0.37
H -4.555 -2.563 -1.232 0.2 0.2 0.3 0.40
H -5.134 -1.446 0.045 0.4 -0.3 -0.1 0.35
Re 0.152 -0.093 0.156 -2.2 1.4 -0.4 2.12
C 0.023 -1.651 1.285 0.4 -9.3 7.1 0.65
O 0.045 -2.606 2.058 -0.3 7.8 -6.3 -0.26
C 1.517 0.650 1.289 8.6 3.4 7.1 0.64
O 2.400 1.014 2.057 -7.2 -2.8 -6.2 -0.25
C 0.468 1.366 -3.331 3.1 -2.6 -0.5 -0.36
C -0.900 1.434 -3.211 -2.4 -1.5 -0.1 -0.31
C -1.677 0.235 -3.211 0.9 -0.1 -0.1 -0.47
C -1.057 -0.986 -3.330 -0.6 1.2 0.0 -0.36
C 0.364 -1.056 -3.455 -0.4 0.3 -0.1 -0.39
C 1.112 0.098 -3.454 -0.7 2.6 0.3 -0.44
H 1.069 2.240 -3.359 0.4 0.7 -0.1 0.54
H -1.408 2.363 -3.141 -0.3 0.8 0.0 0.56
H -2.733 0.321 -3.144 -0.8 0.0 0.0 0.58
H -1.609 -1.892 -3.357 -0.5 -0.6 -0.1 0.55
H 0.813 -2.011 -3.570 0.5 -0.7 -0.2 0.54
H 2.167 0.078 -3.568 0.8 -0.1 -0.2 0.56
C -2.488 -0.152 3.049 0.4 0.1 0.6 -1.14
C -1.306 0.679 2.645 -1.0 -0.2 0.3 -0.35
O -1.375 0.949 1.191 2.2 -0.8 0.1 -0.38
H -3.417 0.368 2.826 -0.2 0.0 0.1 0.43
H -2.408 -0.279 4.133 -0.3 -0.1 0.0 0.41
H -2.486 -1.138 2.586 0.0 0.0 0.1 0.22
H -1.280 1.652 3.078 -0.1 0.6 0.6 0.36
H -0.354 0.187 2.866 -0.1 0.1 -0.2 0.41
H -2.258 1.056 0.828 -0.5 -0.1 0.1 0.35
```
Forces are in eV/Å.

=====

[4]
# C16H21N3O3Ru

C16H21N3O3Ru as an isolated structure (ωB97M-V/def2-TZVPD, the Open Molecules 2025 dataset).

## Properties
HOMO (alpha / beta)	-20.4 / -22.6	eV
orbital gap (alpha / beta)	5.90 / 3.79	eV
expectation value of S²	6.016
2S+1	5
total charge	+4
strongest force on any atom	8.37	eV/A
energy above the lowest of the compared OMol25 structures with the same formula, charge and spin	0.0	kcal per mole
LUMO level (alpha / beta)	-14.53 / -18.86	eV

```
44
Properties=species:S:1:pos:R:3:forces:R:3:mulliken_charge:R:1
N 0.441 -0.649 -2.135 0.6 0.0 0.0 -0.21
C 1.163 -1.175 -2.879 -0.6 0.4 0.1 0.42
C 2.018 -1.798 -3.866 0.2 -0.1 0.0 -1.00
H 3.066 -1.713 -3.547 -0.2 -0.1 -0.1 0.35
H 1.889 -1.301 -4.839 0.0 -0.1 0.2 0.38
H 1.745 -2.858 -3.958 0.1 0.2 0.0 0.36
N -2.357 0.487 -0.370 -2.1 1.9 -0.8 -0.47
C -3.512 0.607 -0.398 0.0 0.2 -0.2 0.62
C -4.937 0.791 -0.467 -0.2 0.0 0.2 -1.04
H -5.191 1.235 -1.439 0.0 -0.1 0.1 0.36
H -5.253 1.463 0.343 0.0 -0.1 -0.1 0.36
H -5.443 -0.179 -0.360 0.0 0.1 -0.1 0.37
N 0.581 0.775 1.719 0.4 -0.1 0.1 -0.19
C 1.227 0.929 2.675 -0.8 0.3 -1.0 0.36
C 2.007 1.229 3.852 0.3 -0.2 0.3 -1.05
H 1.511 0.802 4.735 0.1 0.1 -0.1 0.36
H 2.097 2.317 3.976 -0.1 -0.2 0.0 0.40
H 3.010 0.790 3.746 -0.2 0.1 0.1 0.35
Ru -0.737 -0.565 0.037 4.2 -0.1 -1.9 0.75
C -1.481 -0.928 1.710 -3.3 -2.5 7.3 0.34
O -1.955 -1.082 2.757 1.8 0.9 -4.1 -0.14
C -1.478 -1.993 -0.896 -2.9 -4.6 -2.6 0.45
O -1.953 -2.842 -1.536 2.1 3.6 2.6 -0.18
C 0.130 2.127 -2.463 -0.1 -0.6 -1.8 -0.40
C 1.315 2.191 -1.741 1.4 -0.3 -0.2 -0.14
C 1.308 2.700 -0.439 1.1 0.1 0.4 -0.25
C 0.112 3.138 0.124 0.1 0.7 1.5 -0.35
C -1.076 3.055 -0.593 -1.2 0.6 0.3 -0.16
C -1.069 2.548 -1.895 -1.1 0.2 -0.5 -0.22
H 0.136 1.769 -3.496 0.0 0.2 0.2 0.52
H 2.256 1.875 -2.194 -0.2 0.1 0.0 0.55
H 2.243 2.782 0.115 -0.1 0.0 -0.1 0.55
H 0.107 3.576 1.126 0.0 -0.1 -0.3 0.53
H -2.002 3.433 -0.156 0.2 0.0 -0.1 0.54
H -1.985 2.526 -2.484 0.1 0.0 0.1 0.54
C 1.607 -3.140 2.513 0.0 0.1 -0.1 -1.20
C 0.970 -3.124 1.144 0.4 -1.1 -0.2 -0.19
O 1.024 -1.807 0.510 0.4 0.9 0.2 -0.18
H 2.693 -3.036 2.448 -0.1 0.0 0.0 0.40
H 1.395 -4.100 2.992 0.1 0.1 0.0 0.40
H 1.204 -2.353 3.158 -0.1 -0.1 0.0 0.28
H 1.486 -3.788 0.439 -0.1 0.0 0.3 0.30
H -0.079 -3.428 1.171 0.0 0.2 0.0 0.30
H 1.769 -1.286 0.859 -0.1 -0.5 0.0 0.25
```
Forces are in eV/Å.

=====

[5]
# C16H21N3O6S

A single C16H21N3O6S molecule (ωB97M-V/def2-TZVPD, the Open Molecules 2025 dataset).

## Properties
HOMO	-8.8	eV
orbital gap	9.38	eV
SMILES	CCOC(=O)N1CCC(NS(=O)(=O)c2ccc3c(c2)oc(=O)n3C)CC1
strongest force on any atom	1.08	eV/A
energy above the lowest of the compared OMol25 structures with the same formula, charge and spin	0.0	kcal per mole
LUMO level	0.54	eV

```
47
Properties=species:S:1:pos:R:3:forces:R:3:mulliken_charge:R:1
C -3.501 -2.677 1.568 0.4 0.2 -0.1 -1.52
C -2.628 -1.452 1.344 -0.6 0.2 0.1 -0.08
O -1.310 -1.853 0.960 0.2 -0.1 0.1 -0.28
C -0.903 -1.546 -0.283 0.0 -0.2 -0.1 0.84
O -1.497 -0.804 -1.036 -0.2 0.3 -0.2 -0.66
N 0.239 -2.207 -0.618 -0.1 -0.2 0.0 0.15
C 0.896 -1.853 -1.857 -0.1 0.4 -0.3 -1.44
C 1.895 -0.722 -1.615 0.0 -0.3 0.1 0.53
C 2.883 -1.081 -0.492 -0.6 -0.2 0.0 -0.32
N 3.727 0.048 -0.140 0.2 0.7 0.5 -0.28
S 3.354 1.246 0.958 0.2 0.0 -0.4 1.28
O 3.328 0.691 2.275 -0.4 -0.1 0.0 -0.66
O 4.290 2.288 0.657 -0.1 0.1 -0.3 -0.75
C 1.696 1.813 0.553 0.7 -0.1 0.1 0.07
C 1.494 2.467 -0.651 0.1 0.1 0.1 -0.94
C 0.215 2.782 -1.088 -0.2 -0.1 0.1 -0.76
C -0.837 2.415 -0.267 0.5 -0.2 0.5 0.57
C -0.610 1.808 0.981 0.7 0.3 -0.8 0.68
C 0.657 1.492 1.414 -0.6 0.0 0.2 -0.67
O -1.804 1.585 1.590 0.0 -0.2 0.4 -0.50
C -2.790 2.003 0.743 -0.6 0.3 -0.4 0.52
O -3.962 1.928 0.972 0.0 -0.2 0.2 -0.61
N -2.198 2.530 -0.385 0.1 -0.1 0.3 0.11
C -2.938 2.999 -1.523 -0.1 0.0 -0.2 -1.12
C 2.154 -1.595 0.750 0.1 -0.4 -0.2 0.14
C 1.163 -2.702 0.380 0.1 0.1 0.4 -1.43
H -3.064 -3.317 2.330 0.0 -0.1 0.1 0.34
H -4.487 -2.359 1.891 -0.1 0.0 0.0 0.43
H -3.596 -3.246 0.646 -0.1 -0.1 -0.1 0.33
H -3.050 -0.816 0.560 0.1 -0.1 0.2 0.28
H -2.528 -0.872 2.265 0.0 0.0 -0.2 0.33
H 0.133 -1.538 -2.570 0.1 -0.1 0.0 0.58
H 1.402 -2.745 -2.237 0.0 0.0 0.0 0.37
H 2.444 -0.505 -2.534 0.0 0.1 -0.1 0.47
H 1.331 0.167 -1.334 0.0 -0.1 -0.1 -0.42
H 3.551 -1.875 -0.858 -0.1 0.1 0.1 0.29
H 4.211 0.457 -0.923 0.1 0.2 -0.1 0.38
H 2.358 2.717 -1.247 0.1 0.0 -0.2 0.42
H 0.048 3.271 -2.033 0.0 0.1 -0.1 0.48
H 0.855 1.025 2.365 0.0 -0.1 0.1 0.67
H -2.658 4.027 -1.758 0.0 0.0 0.0 0.35
H -3.995 2.955 -1.265 0.1 0.0 -0.1 0.37
H -2.746 2.359 -2.385 0.0 0.0 0.0 0.34
H 2.883 -1.951 1.476 0.0 0.0 0.1 0.42
H 1.603 -0.777 1.208 -0.1 -0.1 0.1 -0.19
H 0.603 -3.021 1.258 0.1 -0.1 -0.1 0.48
H 1.686 -3.563 -0.045 0.0 0.0 0.1 0.43
```
Forces are in eV/Å.